9 unconnected molecules or ions with the total composition C40H93BrN3O14P2Si at a distorted geometry. Source: the OMol25 dataset; level of theory: the ωB97M-V functional and the def2-TZVPD basis.

Element x y z (Å)
C: -0.1443 6.2092 -0.6179
C: -0.1628 6.0956 -2.2556
C: -1.3221 5.1386 -2.8847
Br: -1.3044 5.4415 -4.9021
N: -1.1999 3.6672 -2.6575
C: -2.1527 3.1064 -1.6335
N: -2.4319 3.9156 -0.3981
C: -1.9800 3.2749 0.8821
C: -3.1623 2.7113 1.8632
O: -3.6808 3.7337 2.8314
C: -4.2203 2.9582 3.9584
C: -5.2096 1.6550 3.8733
O: -3.8994 3.3945 5.2017
P: -4.0390 4.6463 -0.3381
O: -5.2643 3.6564 -0.4343
N: -2.7065 1.8534 -1.9278
O: -3.5365 1.2419 -1.0601
C: -2.4011 1.1328 -3.2215
C: -3.4026 -0.1060 -3.5936
C: -2.6462 -1.5765 -3.3486
C: -2.6069 -2.0349 -1.7752
C: -1.2232 -2.9564 -1.5918
C: -0.7912 -3.1725 -0.0235
C: -0.1284 -1.8587 0.7010
C: 1.0936 -1.1528 -0.1358
Si: 2.7362 -0.9414 0.8556
C: 3.8785 0.3186 -0.0969
C: 3.7305 -2.6336 0.8684
C: 2.4984 -0.4246 2.7020
C: 3.8651 -0.4772 3.6555
C: 3.8567 -0.0322 5.2592
C: 2.4023 0.4412 5.9073
C: 1.0158 0.4589 4.9908
C: 1.0825 0.0445 3.3877
P: 0.4448 3.0419 -2.5543
O: 1.5045 3.6052 -3.8109
O: 1.1460 3.1218 -0.9680
H: -0.1488 5.1888 -0.0470
H: -1.1559 6.7661 -0.3153
H: 0.7184 6.9387 -0.2333
H: -0.3958 7.2001 -2.6477
H: 0.9386 5.8768 -2.6617
H: -2.3652 5.5771 -2.5319
H: -1.3872 4.0969 1.5120
H: -1.1798 2.4369 0.6187
H: -2.6506 1.8858 2.5579
H: -4.0472 2.1664 1.3258
H: -5.0546 0.9675 2.9393
H: -4.9746 0.9701 4.8221
H: -6.3543 1.9382 3.9014
H: -4.2331 5.6329 -1.4099
H: -4.1133 5.4336 0.8989
H: -2.9760 0.8857 -0.3005
H: -1.3036 0.6880 -3.1044
H: -2.3540 1.8423 -4.1737
H: -4.4705 -0.0543 -3.1200
H: -3.5697 -0.0575 -4.7747
H: -3.1092 -2.4172 -4.0584
H: -1.5419 -1.4290 -3.7093
H: -2.5188 -1.1608 -1.0023
H: -3.4960 -2.7777 -1.5772
H: -1.4738 -4.0415 -2.0183
H: -0.3319 -2.5630 -2.2675
H: 0.0056 -4.0577 0.0494
H: -1.7408 -3.5525 0.5506
H: 0.2382 -2.2028 1.7839
H: -0.9885 -1.0563 0.8720
H: 1.3639 -1.7869 -1.0995
H: 0.6918 -0.0949 -0.5059
H: 3.8276 1.4102 0.3375
H: 3.5384 0.3152 -1.2246
H: 4.9845 -0.1078 -0.0692
H: 3.9761 -3.0077 -0.2172
H: 3.0667 -3.3839 1.4877
H: 4.7013 -2.4386 1.5013
H: 4.8770 -0.8453 3.1662
H: 4.8556 -0.0748 5.8780
H: 2.3794 0.7412 7.0496
H: -0.0080 0.7672 5.4908
H: 0.0977 0.0861 2.7565
H: 1.2506 3.1509 -4.6884
H: 1.2049 2.1459 -0.6704
C: -0.1118 -2.0752 8.5043
C: -1.1368 -1.7693 7.4320
O: -0.5284 -1.8236 6.1500
H: 0.7156 -1.3594 8.4612
H: -0.5639 -2.0329 9.4994
H: 0.3199 -3.0703 8.3552
H: -1.5495 -0.7659 7.5719
H: -1.9611 -2.4886 7.4603
H: -0.1726 -2.7210 6.0322
C: -1.0124 3.2021 -7.9606
C: 0.3585 2.5589 -7.9917
O: 0.8487 2.3975 -6.6687
H: -0.9687 4.1775 -7.4649
H: -1.4026 3.3378 -8.9733
H: -1.7163 2.5867 -7.3910
H: 1.0640 3.1875 -8.5430
H: 0.3207 1.5775 -8.4744
H: 0.2195 1.8310 -6.1902
C: 6.7519 -3.5764 -3.5355
C: 6.3022 -4.0183 -2.1583
O: 5.0690 -4.7162 -2.2515
H: 5.9989 -2.9289 -3.9968
H: 7.6993 -3.0327 -3.4806
H: 6.8783 -4.4394 -4.1973
H: 6.1559 -3.1518 -1.5069
H: 7.0441 -4.6765 -1.6957
H: 5.2118 -5.4884 -2.8252
C: -9.6268 -0.9714 3.2603
C: -9.0746 0.1622 4.0994
O: -8.1975 0.9609 3.3187
H: -8.8141 -1.5934 2.8711
H: -10.3016 -1.5995 3.8489
H: -10.1726 -0.5823 2.3945
H: -8.5115 -0.2309 4.9510
H: -9.8805 0.7963 4.4816
H: -8.7093 1.3120 2.5699
C: 2.7044 -4.9636 9.5235
C: 3.1638 -5.4428 8.1621
O: 3.0224 -4.4006 7.2080
H: 1.6586 -4.6416 9.4855
H: 2.8027 -5.7571 10.2699
H: 3.2922 -4.0990 9.8486
H: 2.5597 -6.2928 7.8314
H: 4.2125 -5.7545 8.1890
H: 3.5693 -3.6538 7.5065
C: 5.2355 1.2994 -5.1957
C: 4.6174 0.3359 -4.2038
O: 4.4043 0.9894 -2.9612
H: 6.1879 1.6840 -4.8163
H: 5.4105 0.8097 -6.1579
H: 4.5831 2.1644 -5.3537
H: 5.2822 -0.5158 -4.0322
H: 3.6584 -0.0431 -4.5703
H: 3.8062 1.7389 -3.1230
C: -5.4718 -3.1240 3.6027
C: -4.5380 -2.4804 2.5988
O: -3.8358 -1.4071 3.2084
H: -6.1874 -2.3904 3.9881
H: -6.0243 -3.9508 3.1472
H: -4.9123 -3.5055 4.4631
H: -5.1031 -2.0812 1.7514
H: -3.8111 -3.2046 2.2184
H: -3.3306 -1.7735 3.9543
C: 7.1974 -1.2766 -9.1136
C: 6.3275 -0.0907 -8.7519
O: 7.1326 0.9668 -8.2519
H: 7.7569 -1.6245 -8.2390
H: 6.5913 -2.1026 -9.4966
H: 7.9350 -0.9986 -9.8735
H: 5.6066 -0.3669 -7.9767
H: 5.7746 0.2711 -9.6242
H: 7.7636 1.2103 -8.9507

Output
**DFT total energy**: -6342.7307 hartree
**Lowest unoccupied orbital energy**: -4.7324 eV
**HOMO level**: -9.74 eV
**Gap between HOMO and LUMO**: 5.00 eV
**Charge**: +1